No. 1
This record from OMol25 describes C33H32N9O8PbSSi as an isolated structure. The level of theory is the ωB97M-V functional and the def2-TZVPD basis.

Each line ends with the Mulliken charge.
Geometry (Å):
Pb -0.493 -1.064 0.379  1.406
N -2.343 3.971 1.744  0.108
C -3.065 4.706 0.799  0.153
C -3.527 5.981 1.107  -0.802
C -4.239 6.695 0.163  -0.629
C -4.507 6.151 -1.091  -0.785
C -4.046 4.886 -1.398  -0.727
C -3.313 4.172 -0.455  0.868
S -2.712 2.574 -0.922  0.040
N -2.015 2.015 0.466  -0.010
C -1.887 2.719 1.546  1.001
C -1.212 2.083 2.722  -0.475
C -1.685 2.293 4.009  -0.741
C -1.030 1.662 5.060  -0.593
C 0.059 0.861 4.780  -0.835
C 0.452 0.708 3.454  -0.278
N -0.171 1.300 2.443  0.078
H -2.121 4.418 2.620  0.306
H -3.321 6.408 2.081  0.444
H -4.596 7.687 0.407  0.425
H -5.075 6.713 -1.819  0.444
H -4.241 4.447 -2.370  0.480
H -2.563 2.900 4.193  0.507
H -1.377 1.794 6.076  0.456
H 0.599 0.351 5.566  0.445
H 1.290 0.074 3.189  0.556
O 1.118 -4.719 -0.324  -0.639
C 0.521 -3.741 -0.747  -0.050
O -0.486 -3.197 -0.124  -0.862
C 0.951 -3.150 -2.073  0.820
C 1.454 -4.043 -3.002  -0.231
C 1.853 -3.612 -4.255  -0.733
C 1.804 -2.280 -4.607  -0.311
C 1.358 -1.383 -3.661  -0.195
C 0.886 -1.765 -2.381  0.358
O 0.418 -0.853 -1.574  -0.856
N 1.397 0.034 -4.031  0.992
O 1.140 0.320 -5.186  -0.569
O 1.712 0.846 -3.182  -0.569
N 2.353 -4.586 -5.231  1.055
O 2.373 -5.754 -4.899  -0.619
O 2.674 -4.168 -6.326  -0.632
H 1.525 -5.089 -2.742  0.640
H 2.126 -1.947 -5.582  0.640
C 3.669 -3.342 1.009  -0.805
N 2.560 -3.484 1.956  0.202
C 2.399 -4.620 2.677  -0.190
C 1.311 -4.820 3.451  -0.884
C 0.334 -3.788 3.456  0.809
N 0.497 -2.674 2.756  -0.114
C 1.567 -2.539 1.963  0.393
O 1.671 -1.548 1.191  -0.775
N -0.783 -3.901 4.192  -0.407
H 4.469 -4.010 1.316  0.391
H 4.023 -2.316 1.020  0.267
H 3.326 -3.608 0.011  0.211
H 3.189 -5.351 2.582  0.383
H 1.188 -5.731 4.015  0.364
H -1.025 -4.777 4.619  0.221
H -1.508 -3.217 4.061  0.196
C 1.131 2.517 -0.624  -0.198
Si 0.102 3.608 -1.714  0.212
C -0.184 5.242 -0.852  -1.165
C 0.813 3.889 -3.398  -1.048
N -1.517 2.804 -1.993  1.120
C -1.828 2.213 -3.289  -0.814
C -2.235 3.038 -4.326  0.090
C -2.512 2.487 -5.569  -0.933
C -2.390 1.119 -5.764  -0.609
C -1.986 0.300 -4.720  -0.646
C -1.698 0.845 -3.476  0.328
H 2.123 2.974 -0.547  0.453
H 1.258 1.512 -1.028  -0.122
H 0.729 2.424 0.385  -0.029
H 0.754 5.801 -0.919  0.496
H -0.412 5.139 0.210  0.317
H -0.961 5.847 -1.323  0.290
H 1.875 4.123 -3.273  0.408
H 0.343 4.734 -3.906  0.334
H 0.757 3.006 -4.032  0.275
H -2.316 4.107 -4.160  0.516
H -2.818 3.128 -6.385  0.416
H -2.597 0.690 -6.735  0.419
H -1.873 -0.764 -4.878  0.435
H -1.324 0.222 -2.673  0.102

The energy above the lowest of the compared OMol25 structures with the same formula, charge and spin comes out at 0.0 kcal/mol. Its charge is +1. The value obtained for the electronic energy is -3251.77426 hartree. The strongest force on any atom is 0.48 eV Å⁻¹. The calculation puts the HOMO energy at -10.5 eV. For the gap between HOMO and LUMO, the calculation gives 7.37 eV.

=====

No. 2
This record from OMol25 describes C33H32NP2S3TeV as an isolated structure. The level of theory is the ωB97M-V functional and the def2-TZVPD basis.

Each line ends with the Mulliken charge.
Geometry (Å):
V 0.356 1.586 -0.484  0.046
S -2.111 0.883 -1.347  -0.511
P -1.259 -0.745 -0.504  2.231
C -0.179 -0.454 0.730  -1.811
P -0.611 0.426 2.086  2.207
S -0.748 2.425 1.826  -0.645
C -2.171 -0.172 2.866  0.157
C -2.195 -1.111 3.892  -0.349
C -3.400 -1.645 4.336  -0.666
C -4.593 -1.253 3.747  -0.472
C -4.576 -0.317 2.721  -0.532
C -3.376 0.227 2.289  -0.397
C 0.591 0.090 3.423  -0.414
C 1.448 -0.997 3.326  0.336
C 2.341 -1.279 4.353  -0.747
C 2.377 -0.476 5.483  -0.361
C 1.524 0.618 5.581  -0.656
C 0.639 0.902 4.552  -0.312
C -2.600 -1.951 -0.096  0.090
C -2.349 -2.947 0.843  -0.363
C -3.342 -3.850 1.196  -0.554
C -4.597 -3.770 0.609  -0.404
C -4.857 -2.777 -0.327  -0.673
C -3.864 -1.868 -0.670  -0.232
C -0.379 -1.638 -1.842  0.452
C 1.008 -1.721 -1.808  -0.234
C 1.697 -2.311 -2.861  -0.647
C 1.006 -2.832 -3.946  -0.452
C -0.382 -2.758 -3.979  -0.579
C -1.068 -2.157 -2.934  -0.716
H -1.267 -1.437 4.347  0.295
H -3.401 -2.377 5.136  0.364
H -5.532 -1.682 4.080  0.353
H -5.502 -0.016 2.244  0.375
H -3.354 0.948 1.479  0.245
H 1.415 -1.594 2.421  0.287
H 3.023 -2.116 4.259  0.372
H 3.080 -0.688 6.280  0.334
H 1.563 1.260 6.453  0.355
H -0.004 1.773 4.600  0.309
H -1.371 -2.983 1.312  0.280
H -3.140 -4.607 1.945  0.388
H -5.376 -4.469 0.891  0.351
H -5.840 -2.699 -0.778  0.346
H -4.064 -1.061 -1.367  0.369
H 1.542 -1.297 -0.965  0.029
H 2.780 -2.345 -2.833  0.413
H 1.546 -3.285 -4.771  0.333
H -0.928 -3.154 -4.828  0.348
H -2.148 -2.074 -2.976  0.322
Te 2.950 1.056 0.573  -0.222
C 4.155 2.549 -0.304  0.017
C 5.425 2.458 -0.816  -0.335
C 5.927 3.682 -1.339  -0.386
C 5.038 4.709 -1.212  -0.546
S 3.589 4.163 -0.468  -0.179
H 5.969 1.523 -0.835  0.354
H 6.902 3.790 -1.800  0.309
H 5.155 5.729 -1.543  0.338
C 0.245 1.671 -4.242  -1.321
C 1.161 2.507 -3.336  1.439
C 0.952 4.000 -3.626  -1.693
C 2.624 2.132 -3.616  -1.103
N 0.860 2.223 -1.969  -0.425
H 0.457 1.855 -5.302  0.435
H -0.800 1.907 -4.035  0.326
H 0.389 0.610 -4.027  0.047
H 1.181 4.246 -4.670  0.350
H 1.598 4.588 -2.971  0.294
H -0.085 4.271 -3.416  0.373
H 2.888 2.322 -4.664  0.436
H 2.777 1.074 -3.394  0.190
H 3.294 2.706 -2.972  0.041

The energy above the lowest of the compared OMol25 structures with the same formula, charge and spin comes out at 0.3 kcal/mol. Its expectation value of S² is 2.101. Its charge is -2. The value obtained for the electronic energy is -4420.83825 hartree. Its spin multiplicity is 3. The strongest force on any atom is 0.21 eV Å⁻¹. The calculation puts the HOMO energy (alpha / beta) at -0.6 / -1.0 eV. For the gap between HOMO and LUMO (alpha / beta), the calculation gives 5.10 / 5.47 eV.

=====

No. 3
This record from OMol25 describes C33H33AsN3O4P2RuS2Te as an isolated structure in a non-equilibrium geometry. The level of theory is the ωB97M-V functional and the def2-TZVPD basis.

Each line ends with the Mulliken charge.
Geometry (Å):
Ru -0.811 -0.387 -1.673  0.039
Te 2.473 0.394 0.667  0.568
C 3.053 0.472 2.697  0.339
C 4.198 -0.179 3.133  -0.508
C 4.517 -0.141 4.483  -0.352
N 3.787 0.488 5.402  -0.668
C 2.699 1.126 4.964  -0.501
C 2.294 1.151 3.639  -0.071
C 0.377 0.560 0.985  -0.919
P -0.321 -1.055 0.528  0.805
C 0.690 -2.232 1.473  0.770
C 0.938 -2.021 2.826  -0.214
C 1.712 -2.922 3.539  -0.787
C 2.244 -4.040 2.908  -0.668
C 1.994 -4.261 1.561  -0.670
C 1.215 -3.360 0.847  -0.535
C -1.996 -1.211 1.227  0.211
C -3.013 -1.680 0.230  0.034
C -4.386 -1.868 0.792  -0.915
C -4.661 -1.636 2.095  -0.459
C -3.661 -1.172 2.983  -0.900
C -2.346 -0.978 2.519  0.230
P -0.346 1.515 -0.381  0.751
C 0.786 2.922 -0.527  0.312
C 0.957 3.745 0.581  -0.400
C 1.897 4.763 0.539  -0.753
C 2.653 4.970 -0.608  -0.445
C 2.462 4.167 -1.723  -0.757
C 1.528 3.142 -1.683  -0.047
C -1.876 2.321 0.215  0.550
C -2.680 2.965 -0.731  -0.853
C -3.834 3.627 -0.341  -0.445
C -4.211 3.623 0.995  -0.603
C -3.422 2.977 1.937  -0.794
C -2.248 2.340 1.551  0.170
H 4.830 -0.725 2.442  0.349
H 5.400 -0.656 4.847  0.368
H 2.119 1.646 5.720  0.380
H 1.391 1.670 3.338  0.291
H 0.564 -1.131 3.314  0.282
H 1.909 -2.745 4.588  0.428
H 2.859 -4.734 3.467  0.401
H 2.405 -5.132 1.067  0.425
H 1.026 -3.518 -0.208  0.361
H -2.686 -2.656 -0.161  0.159
H -5.156 -2.224 0.119  0.529
H -5.667 -1.791 2.462  0.407
H -3.902 -0.982 4.020  0.453
H -1.588 -0.633 3.213  0.242
H 0.367 3.580 1.474  0.297
H 2.039 5.396 1.405  0.401
H 3.392 5.761 -0.631  0.387
H 3.042 4.336 -2.621  0.417
H 1.386 2.496 -2.541  0.329
H -2.387 2.952 -1.777  0.323
H -4.449 4.127 -1.078  0.419
H -5.124 4.115 1.302  0.391
H -3.719 2.973 2.978  0.430
H -1.613 1.843 2.275  0.395
O -2.792 -0.898 -5.098  -0.651
N -2.129 -0.753 -4.101  1.113
O -1.504 -1.722 -3.571  -0.657
O -2.012 0.369 -3.536  -0.621
C 1.001 -3.550 -3.902  -1.114
As 1.313 -1.718 -4.375  0.875
C 0.384 -1.278 -5.997  -1.196
C 3.153 -1.707 -4.951  -1.183
S 1.375 -0.373 -2.727  -0.628
H 1.093 -4.174 -4.790  0.437
H 0.007 -3.645 -3.477  0.334
H 1.757 -3.820 -3.168  0.335
H 1.044 -1.544 -6.821  0.469
H 0.188 -0.207 -6.012  0.321
H -0.554 -1.821 -6.064  0.369
H 3.301 -2.430 -5.752  0.434
H 3.795 -1.942 -4.105  0.359
H 3.390 -0.707 -5.308  0.380
O -5.092 0.390 -0.544  -0.442
S -3.928 0.241 -1.374  0.509
N -2.893 -0.807 -0.990  0.176

Its expectation value of S² is 0.793. The value obtained for the electronic energy is -5820.09594 hartree. Its spin multiplicity is 2. The strongest force on any atom is 1.96 eV Å⁻¹. The calculation puts the HOMO energy (alpha / beta) at -6.6 / -6.6 eV. For the gap between HOMO and LUMO (alpha / beta), the calculation gives 5.78 / 5.56 eV.

=====

Q: The lowest electronic energy belongs to which entry?
A: C33H33AsN3O4P2RuS2Te